Entry 1:
74
Properties=species:S:1:pos:R:3:mulliken_charge:R:1 method="wB97M-V/def2-TZVPD" de_lowest_kcal_mol=0.00 orbital_gap_ev="6.21 / 5.94" charge=-2 spin_multiplicity=2
Na 0.13507 -0.02612 -1.04430 0.89
C 4.06431 -1.54136 -0.03550 -1.79
C 2.57682 -1.29559 0.16511 1.34
O 2.15300 -0.19105 -0.16228 -0.50
C 1.75230 -2.35986 0.74604 0.69
C 2.35698 -3.59713 1.03745 -0.84
C 1.67347 -4.65726 1.58155 -0.87
C 0.30472 -4.49259 1.85610 -0.33
C -0.33141 -3.31346 1.59200 -0.77
C 0.34306 -2.18424 1.01540 0.40
O -0.30243 -1.11311 0.79507 -0.54
H 4.49252 -0.62873 -0.44275 0.20
H 4.23191 -2.36287 -0.73376 0.40
H 4.55666 -1.78943 0.90640 0.47
H 3.40978 -3.72506 0.82058 0.28
H 2.17188 -5.59737 1.78018 0.36
H -0.25963 -5.31590 2.28398 0.35
H -1.38824 -3.18575 1.79418 0.36
Br -3.10370 2.67182 -1.90054 -0.15
C -4.69076 1.98630 -1.15329 0.47
C -5.89060 2.60294 -1.49737 -0.58
C -7.08797 2.16237 -0.96205 -0.44
C -7.09228 1.09728 -0.07134 -0.59
C -5.89863 0.48727 0.27440 -0.48
C -4.68335 0.91763 -0.25775 0.00
I -2.93772 -0.05634 0.32970 0.23
H -5.86847 3.43706 -2.18563 0.37
H -8.01282 2.65392 -1.23783 0.33
H -8.02201 0.74024 0.35448 0.34
H -5.89788 -0.34281 0.96893 0.35
F -0.95185 -1.57234 -2.25195 -0.42
P -0.01417 -1.68469 -3.60037 1.49
F -0.97654 -0.63125 -4.33735 -0.41
F 0.93523 -1.76205 -4.89785 -0.39
F 0.96101 -2.69858 -2.80758 -0.40
F -0.90689 -2.91470 -4.12687 -0.38
F 0.88703 -0.42562 -3.02036 -0.51
C 3.16232 6.58768 0.45257 -1.56
C 1.98585 5.63040 0.41669 1.02
C 0.95714 5.91489 1.49409 -1.23
O 1.36369 5.77054 -0.87094 -0.49
P 1.09166 4.44443 -1.76365 0.55
S 0.16764 4.98720 -3.38783 -0.54
S 0.26416 3.04331 -0.60858 -0.36
O 2.64865 4.04184 -2.01277 -0.47
C 3.06035 2.68849 -2.28345 1.38
C 4.56597 2.67027 -2.10635 -1.68
C 2.63929 2.24685 -3.67063 -1.42
H 3.68196 6.51932 1.41146 0.37
H 2.81711 7.61520 0.31432 0.31
H 3.86210 6.34772 -0.34837 0.38
H 2.35027 4.60569 0.53008 0.12
H 0.56576 6.92885 1.37699 0.33
H 1.40501 5.81860 2.48666 0.36
H 0.13436 5.20555 1.41174 0.15
H 2.60104 2.03694 -1.53520 -0.14
H 5.04673 3.30878 -2.85179 0.37
H 4.94003 1.65128 -2.22451 0.37
H 4.83888 3.02993 -1.11276 0.35
H 3.09240 2.89222 -4.42781 0.35
H 1.55806 2.29364 -3.78938 0.27
H 2.94668 1.21331 -3.83890 0.44
Te 0.78030 1.65245 2.26067 0.21
C 0.62038 2.50911 4.19037 -0.11
C -0.44729 3.35254 4.51183 -0.22
C -0.57710 3.88796 5.78553 -0.60
C 0.34845 3.57695 6.77356 -0.35
C 1.41347 2.74017 6.46969 -0.53
C 1.55462 2.22336 5.18839 -0.32
H -1.18353 3.58550 3.75210 0.40
H -1.41223 4.54218 6.00792 0.34
H 0.24064 3.98430 7.77193 0.34
H 2.14630 2.49440 7.23000 0.33
H 2.40167 1.58980 4.95454 0.35



Entry 2:
35
Properties=species:S:1:pos:R:3:mulliken_charge:R:1 method="wB97M-V/def2-TZVPD" orbital_gap_ev=8.87 charge=0 spin_multiplicity=1
N -4.21553 0.66809 -1.03463 -0.68
C -3.13347 0.18948 -2.01912 -0.28
C -2.07181 -0.86965 -1.28829 -0.58
C -0.47967 -0.43024 -1.55409 -0.74
C 0.36738 -1.02295 -0.29050 0.14
C 1.48148 -2.09177 -0.93557 -0.72
O 1.80232 -3.21083 -0.03961 -0.36
S 2.64728 -2.65171 1.37522 0.60
O 3.73434 -1.62167 0.92168 -0.49
O 1.43297 -1.96328 2.33072 -0.35
C 1.32565 -0.51209 2.23719 -0.53
N 2.45288 0.25481 2.96075 -0.52
C 1.02950 0.07733 0.71691 0.09
S 0.07329 1.66708 0.94518 0.89
O -1.48593 1.50472 0.80908 -0.47
O 0.27463 2.33556 2.36175 -0.63
C 0.76352 2.96733 -0.27412 0.65
F 1.53000 2.36978 -1.39075 -0.20
F -0.27661 3.95461 -0.70220 -0.20
F 1.76193 3.77765 0.51985 -0.23
H -4.40341 1.68693 -1.18851 0.27
H -3.83853 0.59939 -0.04351 0.26
H -2.54706 1.07991 -2.52083 0.23
H -3.73171 -0.35862 -2.89057 0.25
H -2.21386 -1.90476 -1.86656 0.31
H -2.32455 -0.99010 -0.14854 0.33
H -0.39916 0.72258 -1.73078 0.12
H -0.21447 -0.93223 -2.60456 0.36
H -0.33816 -1.71324 0.38130 0.31
H 1.01578 -2.58908 -1.91669 0.38
H 2.44028 -1.50489 -1.33767 0.30
H 0.34812 -0.22029 2.86085 0.50
H 3.09547 -0.47599 3.36290 0.28
H 2.01298 0.82373 3.74442 0.28
H 2.08415 0.38443 0.24931 0.43



Entry 3:
20
Properties=species:S:1:pos:R:3:mulliken_charge:R:1 method="wB97M-V/def2-TZVPD" de_lowest_kcal_mol=118.14 orbital_gap_ev=9.83 charge=0 spin_multiplicity=1
C 0.57784 -1.61560 1.97166 -0.30
C 1.38281 -0.63672 1.61376 -0.40
C -0.00711 0.89837 -0.92854 -0.59
C 1.56446 -0.40369 -2.30099 -0.77
C -1.73686 1.45909 1.26625 -0.85
N 0.23325 -0.13682 -1.69748 0.21
O -2.25311 -0.55809 -0.55618 -0.66
O -2.17590 1.89681 -1.27282 -0.64
S -1.70326 0.78667 -0.47628 1.15
H -0.50008 -1.64170 1.57298 0.16
H 1.00387 -2.32742 2.62133 0.28
H 2.42941 -0.54420 1.84471 0.26
H 0.98712 0.14577 0.97113 0.07
H 1.49546 -0.50506 -3.32763 0.37
H 2.38224 0.38654 -1.97872 0.26
H 1.88060 -1.39550 -1.86070 0.30
H -0.98157 2.31453 1.16787 0.32
H -2.76266 1.86699 1.49492 0.35
H -1.30550 0.75405 1.78954 0.26
H -0.51100 -0.74402 -1.91481 0.22



Entry 4:
20
Properties=species:S:1:pos:R:3:mulliken_charge:R:1 method="wB97M-V/def2-TZVPD" de_lowest_kcal_mol=73.61 orbital_gap_ev=9.69 charge=0 spin_multiplicity=1
C -2.57566 1.12239 1.13834 -0.66
C -1.97947 0.72257 -0.00031 -0.33
C -0.83412 1.48300 -0.66905 -0.35
C 0.05721 0.46214 -1.42511 -0.82
N 1.29623 1.17775 -1.80984 -0.39
C 2.44013 0.20667 -1.97878 -0.74
H -2.61384 2.20535 1.36554 0.26
H -2.82326 0.40072 1.91764 0.25
H -2.26598 -0.23703 -0.45802 0.32
H -0.16791 2.13023 -0.10678 0.42
H -1.40118 2.06823 -1.43296 0.20
H -0.54133 0.18732 -2.29921 0.23
H 0.23834 -0.41618 -0.79947 0.50
H 0.94825 1.43890 -2.72867 0.29
H 2.43162 -0.72938 -1.43410 0.27
H 2.59967 -0.03042 -3.03574 0.28
H 3.30104 0.84088 -1.72838 0.28
O 0.60055 -4.73452 5.33521 -0.64
H 0.14301 -3.90126 5.53245 0.32
H 1.14668 -4.39733 4.61722 0.32